[1]
The following is a quantum chemistry calculation of a molecular structure, C24H25AsIrN4OS, from the OMol25 dataset.

Last column: Mulliken charge in e.
Positions of all 57 atoms, in Å:
Ir1 -1.26633 -0.35209 1.32849  0.788
C1 3.51110 0.00115 -3.71331  -1.513
C2 2.53546 -1.06840 -3.19045  1.851
C3 1.13015 -0.73679 -3.68992  -1.916
C4 2.94180 -2.44863 -3.73275  -1.706
C5 2.61240 -1.09526 -1.67625  0.309
C6 3.87969 -1.39132 -1.06855  -0.648
C7 4.04385 -1.44845 0.28891  -1.272
C8 2.93510 -1.19857 1.10396  1.054
S1 2.89120 -1.22449 2.81545  -0.239
C9 1.16151 -0.89120 2.75836  0.514
N1 0.68810 -0.68444 1.43661  -0.165
C10 1.65641 -0.89257 0.52176  -0.440
C11 1.51734 -0.85415 -0.87210  -0.063
C12 0.22346 -0.88384 3.76082  0.769
C13 0.46157 -1.13347 5.13741  -0.989
C14 -0.59339 -1.08811 6.02535  -0.640
C15 -1.88621 -0.81205 5.58818  -0.856
C16 -2.14253 -0.58364 4.22331  0.071
C17 -1.12169 -0.60845 3.29987  -0.277
H1 3.48144 0.01490 -4.80284  0.467
H2 4.54092 -0.19309 -3.41747  0.368
H3 3.23767 0.99623 -3.35600  0.291
H4 1.12701 -0.73383 -4.77919  0.484
H5 0.81020 0.25746 -3.36270  0.258
H6 0.39278 -1.47039 -3.36036  0.408
H7 2.85903 -2.44411 -4.81965  0.460
H8 2.28932 -3.23260 -3.34693  0.397
H9 3.97130 -2.70567 -3.48629  0.373
H10 4.72592 -1.58637 -1.71085  0.485
H11 5.00333 -1.68613 0.72701  0.444
H12 0.54129 -0.66371 -1.29082  0.789
H13 1.45892 -1.36415 5.48872  0.422
H14 -0.41141 -1.27199 7.07523  0.427
H15 -2.69728 -0.76328 6.30059  0.427
H16 -3.15937 -0.37464 3.91801  0.351
C18 0.89182 2.76065 -0.83463  -0.714
As1 -0.98981 2.42428 -0.83312  0.772
C19 -1.86754 3.61226 0.37724  -1.079
C20 -1.71580 2.57915 -2.59108  -1.047
O1 -1.26702 0.81931 -0.34030  -0.760
H17 1.08042 3.75957 -1.22711  0.459
H18 1.38314 2.01824 -1.46139  0.014
H19 1.26878 2.69113 0.18502  0.356
H20 -1.77848 4.63153 0.00172  0.422
H21 -1.40154 3.54202 1.35874  0.363
H22 -2.92060 3.34356 0.44044  0.355
H23 -1.35391 3.49891 -3.04959  0.429
H24 -2.80241 2.59898 -2.53494  0.384
H25 -1.39217 1.72130 -3.17836  0.302
N2 -3.28324 -0.41324 1.28761  -0.339
C21 -4.42783 -0.46483 1.19926  0.615
C22 -5.83308 -0.49801 1.08507  0.334
C23 -6.45589 0.63510 0.53903  0.033
N3 -6.90147 1.59197 0.07331  -0.228
C24 -6.52205 -1.64085 1.50912  0.044
N4 -7.06144 -2.59487 1.87238  -0.199

The value obtained for the frontier orbital gap (alpha / beta) is 6.1 / 5.5 eV. As for the spin multiplicity: 6. The net charge is +2. As for the LUMO energy (alpha / beta): -5.50 / -9.24 eV.


[2]
The following is a quantum chemistry calculation of 2 unconnected molecules or ions with the total composition C3H7O, from the OMol25 dataset.

Last column: Mulliken charge in e.
Positions of all 11 atoms, in Å:
O1 3.04419 -1.04399 -1.20286  -0.665
H1 3.22592 -0.36643 -1.84208  0.306
C1 -0.55479 -0.07921 1.56156  -0.603
C2 -0.76660 0.44957 0.33065  -0.579
C3 -1.81477 0.45614 -0.49925  -0.651
H2 0.38842 -0.60782 2.00676  0.165
H3 2.36932 -0.66829 -0.68177  0.354
H4 -1.47653 0.11969 2.27971  0.138
H5 0.14458 0.64063 -0.07736  0.185
H6 -1.65731 0.45090 -1.64681  0.155
H7 -2.90242 0.64880 -0.22854  0.196

The value obtained for the frontier orbital gap is 4.5 eV. The net charge is -1. As for the LUMO energy: 3.80 eV.


[3]
The following is a quantum chemistry calculation of a molecular structure, C58H41Br2F4N3NiOP3, from the OMol25 dataset.

Last column: Mulliken charge in e.
Positions of all 113 atoms, in Å:
Ni1 -0.17164 0.75964 1.10854  0.856
Br1 -6.81335 0.02643 -4.78053  -0.131
C1 -6.91632 -0.20214 -2.93014  0.116
C2 -6.30252 0.72864 -2.07814  -0.698
C3 -6.35131 0.55950 -0.70225  -0.146
C4 -7.01725 -0.54778 -0.17553  0.225
C5 -7.68385 -1.48140 -1.01706  -0.222
C6 -7.62094 -1.31371 -2.38790  -0.490
N1 -7.16552 -0.81845 1.17578  -0.611
N2 -6.48998 -0.22828 2.11253  -0.260
C7 -5.16945 0.09532 2.19655  0.019
C8 -4.87595 1.08909 3.15515  -0.584
C9 -3.63752 1.70544 3.13516  -0.917
C10 -2.68128 1.28477 2.19816  -0.194
O1 -1.52684 1.91890 2.04788  0.258
C11 -2.91465 0.12811 1.39884  0.938
N3 -1.84552 -0.31166 0.66583  -0.253
C12 -2.03107 -1.41599 -0.10538  -0.514
C13 -3.20381 -2.13600 -0.09007  -1.317
C14 -4.28700 -1.71367 0.68847  -0.539
C15 -4.16134 -0.51638 1.39775  0.202
H1 -5.76710 1.55219 -2.52606  0.462
H2 -5.88554 1.28415 -0.05158  0.527
H3 -8.20828 -2.30992 -0.55370  0.490
H4 -8.08503 -2.00252 -3.08209  0.430
H5 -5.68127 1.37933 3.81576  0.521
H6 -3.39666 2.52793 3.79248  0.577
H7 -1.20512 -1.69805 -0.75012  0.817
H8 -3.25900 -3.04929 -0.66498  0.585
H9 -5.18691 -2.30770 0.76454  0.787
F1 5.24758 4.42768 3.84170  -0.327
C16 4.06656 4.11372 3.25919  -0.775
C17 3.30732 5.11650 2.68234  0.305
F2 3.75745 6.39393 2.68876  -0.292
C18 2.11898 4.85213 1.96191  0.183
F3 1.48039 5.94932 1.46634  -0.416
C19 1.71204 3.56835 1.69564  0.448
P1 0.52973 2.95068 0.41246  1.447
C20 1.54741 3.24830 -1.04273  0.211
C21 1.65192 2.20827 -1.97210  -0.385
C22 2.56010 2.29173 -3.03869  0.045
C23 3.31695 3.45589 -3.22191  -0.884
C24 3.15634 4.52071 -2.34689  -0.700
C25 2.28496 4.44049 -1.25086  -0.873
C26 -0.71764 4.22318 0.29433  0.751
C27 -1.16825 4.92693 1.42759  -0.411
C28 -2.11075 5.93854 1.27895  -0.988
C29 -2.64302 6.24260 0.02736  -0.660
C30 -2.24243 5.50057 -1.08733  -0.685
C31 -1.29065 4.49456 -0.95399  -0.633
C32 2.42475 2.52655 2.34046  -1.351
Br2 1.08110 1.34085 3.18682  0.159
C33 3.55858 2.75641 3.38019  2.015
F4 3.24518 2.46296 4.69359  -0.469
H10 1.04808 1.30690 -1.86775  0.069
H11 2.66068 1.45719 -3.71087  0.425
H12 4.01375 3.52148 -4.04654  0.434
H13 3.70459 5.43716 -2.50688  0.444
H14 2.16598 5.28235 -0.58429  0.568
H15 -0.77557 4.69114 2.40560  0.519
H16 -2.44305 6.47821 2.15360  0.471
H17 -3.36728 7.03395 -0.08329  0.430
H18 -2.66163 5.70533 -2.06204  0.479
H19 -0.97312 3.92590 -1.81837  0.426
C34 2.02899 -2.18609 -0.55222  -1.812
P2 1.15641 -1.22424 0.79472  0.419
C35 0.59936 -2.51915 1.91347  1.384
C36 0.54857 -2.31560 3.31407  -0.300
C37 -0.01596 -3.29102 4.13485  -1.016
C38 -0.55971 -4.46022 3.59782  -0.705
C39 -0.52451 -4.65421 2.21088  -1.152
C40 0.04638 -3.68902 1.38531  -0.009
C41 2.67979 -0.45729 1.47448  0.134
C42 3.38210 -0.68547 2.68650  -0.323
C43 4.25026 0.26973 3.23330  -1.570
C44 4.42534 1.61852 2.66255  -0.360
C45 3.52514 1.81782 1.41654  -0.558
C46 2.95311 0.68285 0.74370  -1.105
P3 1.03216 -3.25620 -1.72769  0.175
C47 1.77298 -2.66486 -3.26765  0.299
C48 1.45580 -1.35329 -3.65472  -0.309
C49 1.94364 -0.82863 -4.85166  -0.514
C50 2.78687 -1.59883 -5.67230  -0.737
C51 3.10454 -2.89924 -5.29034  -0.629
C52 2.59300 -3.44558 -4.11041  -0.646
C53 1.92537 -4.82771 -1.52435  0.636
C54 1.18001 -6.01350 -1.48221  -0.517
C55 1.81860 -7.25380 -1.38402  -0.621
C56 3.21949 -7.32165 -1.35014  -0.520
C57 3.96807 -6.14543 -1.39470  -0.755
C58 3.32764 -4.90169 -1.46773  -0.196
H20 2.78002 -2.79042 -0.03784  0.834
H21 2.61546 -1.45912 -1.12635  1.084
H22 0.94409 -1.40351 3.74000  0.301
H23 -0.03472 -3.12954 5.19844  0.481
H24 -1.02067 -5.20412 4.23841  0.418
H25 -0.95697 -5.54412 1.77956  0.503
H26 0.03653 -3.84328 0.31244  0.313
H27 3.27496 -1.63413 3.20124  0.638
H28 4.79250 -0.00355 4.12443  0.457
H29 5.47420 1.91877 2.54213  0.603
H30 3.96769 2.55812 0.74612  1.108
H31 2.62827 0.73713 -0.29000  0.473
H32 0.80158 -0.77066 -3.01786  0.369
H33 1.65122 0.16742 -5.15045  0.585
H34 3.16410 -1.18762 -6.59366  0.402
H35 3.75523 -3.50748 -5.90844  0.418
H36 2.80932 -4.48137 -3.87729  0.390
H37 0.09432 -5.96741 -1.53086  0.369
H38 1.21530 -8.15298 -1.35237  0.411
H39 3.71290 -8.28509 -1.28460  0.402
H40 5.05086 -6.19265 -1.36620  0.409
H41 3.91539 -3.99754 -1.54510  0.430

The value obtained for the frontier orbital gap (alpha / beta) is 6.0 / 5.0 eV. As for the spin multiplicity: 3. The net charge is +1. As for the LUMO energy (alpha / beta): -3.91 / -4.72 eV.


[4]
The following is a quantum chemistry calculation of C4H8N2O in the gas phase, from the OMol25 dataset.

Last column: Mulliken charge in e.
Positions of all 15 atoms, in Å:
C1 1.31972 -0.63861 -0.91033  -1.350
C2 1.40256 0.77307 -0.36071  0.582
O1 2.58035 0.83809 0.39597  -0.542
N1 0.30067 1.19579 0.52265  -0.516
C3 -0.67184 0.46450 0.64792  0.587
C4 -1.66587 -0.37020 0.85157  -0.600
N2 -2.90790 -0.23264 0.15902  -0.591
H1 0.39912 -0.81306 -1.47472  0.392
H2 1.37891 -1.36430 -0.09266  0.355
H3 2.17815 -0.78876 -1.56866  0.326
H4 1.41598 1.49752 -1.18778  0.250
H5 2.56760 1.68181 0.86700  0.318
H6 -1.48085 -1.15517 1.58630  0.299
H7 -3.18318 -1.11734 -0.25432  0.250
H8 -3.63342 0.02931 0.81875  0.239

The value obtained for the frontier orbital gap is 9.6 eV. The net charge is 0. As for the SMILES: C[C@H](O)N=C=CN. As for the LUMO energy: 0.80 eV.


Record-wise relative energy (zero: lowest compared OMol25 entry of this formula, charge and spin) values, in eV: 0.000 2.782 0.153 2.676